1.
C2H7PS3 | the ωB97M-V functional and the def2-TZVPD basis

## Properties
HOMO-LUMO gap = 8.19 eV
SMILES = CS[P@@](C)(=S)S
HOMO level = -8.558 eV

```
! RIJCOSX wB97M-V def2-TZVPD def2/J DEFGRID3
* xyz 0 1
C 1.797 1.000 -1.224
S 1.503 -0.210 0.078
P -0.743 -0.048 0.199
C -1.030 -0.670 1.911
S -1.529 1.916 -0.302
S -1.696 -1.632 -0.888
H 2.391 0.550 -1.916
H 2.098 1.934 -0.671
H 0.936 1.285 -1.712
H -1.147 -1.731 1.599
H -0.074 -0.519 2.358
H -1.739 -0.027 2.323
H -0.767 -1.850 -1.753
*
```

2.
C2H7PSi | the ωB97M-V functional and the def2-TZVPD basis

## Properties
HOMO-LUMO gap = 9.27 eV
SMILES = [SiH4].C=C=P
HOMO level = -9.110 eV

```
! RIJCOSX wB97M-V def2-TZVPD def2/J DEFGRID3
* xyz 0 1
Si -2.229 0.895 0.363
H -0.858 0.806 -0.280
H -2.204 -0.318 1.058
H -3.304 0.475 -0.574
H -2.167 2.153 1.254
C 1.135 -1.524 -0.128
C 1.692 -0.378 -0.259
P 2.692 0.969 0.086
H 0.225 -1.694 -0.552
H 1.829 -2.303 0.259
H 3.189 0.920 -1.227
*
```

3.
C2H7S | the ωB97M-V functional and the def2-TZVPD basis

## Properties
HOMO-LUMO gap = 5.98 eV
HOMO level = -1.980 eV

```
! RIJCOSX wB97M-V def2-TZVPD def2/J DEFGRID3
* xyz -1 1
C 1.507 -2.736 -2.212
H 0.832 -3.227 -2.919
H 1.123 -1.757 -1.941
H 1.575 -3.356 -1.321
H 2.488 -2.686 -2.676
C -0.557 2.127 0.999
S -0.654 0.339 0.752
H -0.215 2.434 2.002
H -1.514 2.639 0.857
H 0.141 2.627 0.315
*
```

4.
C2H7S | the ωB97M-V functional and the def2-TZVPD basis

## Properties
HOMO-LUMO gap = 6.85 eV
HOMO level = -2.473 eV

```
! RIJCOSX wB97M-V def2-TZVPD def2/J DEFGRID3
* xyz -1 1
S -1.819 -0.322 0.049
H -2.896 0.143 -0.603
C 1.713 1.019 -0.223
C 1.929 -0.453 0.220
H 2.091 1.245 -1.228
H 2.210 1.715 0.457
H 0.638 1.227 -0.243
H 2.897 -0.507 0.741
H 1.023 -0.806 0.694
H 2.119 -1.060 -0.678
*
```

5.
C2H7S2 | the ωB97M-V functional and the def2-TZVPD basis

## Properties
HOMO-LUMO gap = 5.86 eV
HOMO level = -2.242 eV

```
! RIJCOSX wB97M-V def2-TZVPD def2/J DEFGRID3
* xyz -1 1
C -2.208 0.762 1.143
S -1.605 0.618 -0.543
H -3.325 0.809 1.334
H -1.706 1.655 1.539
H -1.923 -0.083 1.740
H 0.827 0.591 0.616
C 1.929 -0.979 -1.304
S 2.037 0.405 -0.046
H 3.113 -1.343 -1.502
H 1.346 -0.595 -2.187
H 1.515 -1.840 -0.790
*
```

6.
C2H8 | the ωB97M-V functional and the def2-TZVPD basis

## Properties
HOMO-LUMO gap = 13.27 eV
SMILES = C.C
HOMO level = -12.237 eV

```
! RIJCOSX wB97M-V def2-TZVPD def2/J DEFGRID3
* xyz 0 1
C -0.209 0.049 2.748
H -0.735 0.883 3.248
H 0.218 -0.661 3.450
H -1.154 -0.451 2.512
H 0.353 0.537 1.968
C 0.298 -0.108 -2.774
H 0.074 -0.531 -1.805
H 0.564 0.947 -2.643
H 1.131 -0.629 -3.241
H -0.539 -0.038 -3.464
*
```

7.
C2H8 | the ωB97M-V functional and the def2-TZVPD basis

## Properties
HOMO-LUMO gap = 14.20 eV
SMILES = C.C
HOMO level = -13.105 eV

```
! RIJCOSX wB97M-V def2-TZVPD def2/J DEFGRID3
* xyz 0 1
C 0.000 0.000 0.000
H -0.859 0.391 0.565
H 0.090 -1.083 0.172
H 0.919 0.502 0.335
H -0.150 0.189 -1.073
C 1.974 -2.318 2.892
H 1.759 -3.384 2.727
H 1.477 -1.718 2.115
H 3.060 -2.151 2.845
H 1.600 -2.017 3.882
*
```

8.
C2H8AlN4O2 | the ωB97M-V functional and the def2-TZVPD basis

## Properties
HOMO-LUMO gap (spin up / spin down) = 8.00 / 2.19 eV
<S²> = 0.761
HOMO level (spin up / spin down) = -15.614 / -15.605 eV

```
! RIJCOSX wB97M-V def2-TZVPD def2/J DEFGRID3
* xyz 2 2
Al 18.756 5.077 -20.679
C 18.693 1.241 -21.529
O 18.314 2.191 -20.925
N 17.960 0.268 -21.939
N 19.920 0.986 -21.861
H 18.290 -0.683 -21.859
H 16.951 0.280 -21.889
H 20.507 1.664 -21.396
H 20.226 0.145 -22.330
C 19.924 6.730 -17.010
O 19.756 6.305 -18.144
N 20.449 6.137 -15.953
N 19.791 8.008 -16.850
H 20.689 6.688 -15.141
H 20.764 5.201 -16.163
H 19.098 8.379 -17.485
H 19.613 8.343 -15.914
*
```

Taking the records one at a time from the top gives energy above the lowest of the compared OMol25 structures with the same formula, charge and spin values of 19.9 36.7 10.6 4.0 35.7 10.1 0.1 0.0 kcal per mole.